No. 1
{
  "formula": "C32H31BrN9O4Pb",
  "method": "the ωB97M-V functional and the def2-TZVPD basis",
  "species": ["Pb", "Br", "C", "C", "C", "C", "O", "C", "C", "N", "C", "C", "C", "C", "C", "C", "C", "C", "N", "C", "C", "H", "H", "H", "H", "H", "H", "H", "H", "H", "H", "N", "C", "N", "C", "N", "C", "C", "N", "C", "C", "N", "H", "H", "H", "H", "H", "C", "O", "C", "C", "O", "C", "H", "H", "H", "H", "H", "H", "H", "H", "H", "H", "N", "C", "O", "C", "C", "C", "C", "N", "C", "H", "H", "H", "H", "H", "H"],
  "positions_angstrom": [[-0.047, 0.044, 0.064], [7.291, 1.019, 2.275], [5.499, 0.428, 2.038], [4.749, 0.035, 3.156], [3.447, -0.353, 2.993], [2.790, -0.359, 1.726], [1.545, -0.679, 1.688], [3.601, -0.017, 0.592], [3.193, -0.170, -0.770], [1.988, -0.329, -1.201], [1.743, -0.729, -2.523], [2.468, -0.339, -3.624], [2.179, -0.854, -4.900], [1.185, -1.774, -5.082], [0.410, -2.199, -3.979], [-0.613, -3.168, -4.085], [-1.274, -3.577, -2.961], [-0.946, -2.976, -1.733], [-0.059, -2.018, -1.610], [0.663, -1.648, -2.700], [4.948, 0.367, 0.792], [5.213, 0.041, 4.134], [2.852, -0.657, 3.846], [4.018, -0.226, -1.486], [3.280, 0.370, -3.523], [2.773, -0.532, -5.745], [0.987, -2.199, -6.058], [-0.849, -3.581, -5.058], [-2.044, -4.334, -3.005], [-1.440, -3.299, -0.823], [5.543, 0.638, -0.072], [2.432, 3.663, 1.897], [1.815, 2.490, 2.092], [1.137, 2.180, 1.012], [1.378, 3.222, 0.164], [2.162, 4.143, 0.678], [0.875, 3.248, -1.207], [0.928, 4.401, -1.993], [0.579, 4.380, -3.269], [0.181, 3.221, -3.778], [0.070, 2.083, -2.990], [0.400, 2.103, -1.702], [3.041, 4.171, 2.518], [1.893, 1.901, 2.990], [1.266, 5.343, -1.579], [-0.056, 3.207, -4.834], [-0.287, 1.141, -3.390], [-1.782, 2.241, 2.950], [-2.205, 1.347, 1.937], [-2.960, 0.259, 2.434], [-2.116, -0.894, 2.952], [-1.597, -1.647, 1.862], [-0.801, -2.734, 2.323], [-2.642, 2.661, 3.481], [-1.242, 3.042, 2.452], [-1.118, 1.758, 3.675], [-3.560, -0.099, 1.595], [-3.631, 0.601, 3.229], [-2.750, -1.547, 3.564], [-1.292, -0.524, 3.575], [-1.395, -3.404, 2.952], [0.061, -2.372, 2.888], [-0.444, -3.273, 1.448], [-5.013, -3.221, -0.734], [-5.143, -2.491, -1.874], [-5.741, -2.895, -2.848], [-4.450, -1.159, -1.892], [-4.911, -0.181, -2.766], [-4.227, 1.018, -2.852], [-3.079, 1.179, -2.089], [-2.620, 0.245, -1.261], [-3.313, -0.884, -1.147], [-5.504, -4.099, -0.692], [-4.629, -2.847, 0.114], [-5.796, -0.376, -3.358], [-4.570, 1.804, -3.511], [-2.501, 2.095, -2.141], [-2.915, -1.597, -0.434]],
  "gap_ev": 7.0,
  "relative_energy_ev": 0.226,
  "total_charge": 1,
  "fmax_ha_per_bohr": 0.0157
}

---

No. 2
{
  "formula": "C32H31Cl2F5IrN5O3S2Se",
  "method": "the ωB97M-V functional and the def2-TZVPD basis",
  "species": ["Ir", "N", "C", "C", "N", "C", "C", "N", "H", "H", "H", "H", "H", "H", "H", "H", "H", "H", "H", "H", "H", "C", "C", "C", "C", "C", "C", "Se", "C", "C", "C", "H", "H", "H", "H", "H", "H", "H", "H", "H", "H", "H", "O", "S", "O", "N", "C", "O", "C", "C", "C", "C", "C", "C", "H", "H", "H", "H", "Cl", "C", "C", "C", "C", "C", "Cl", "C", "N", "H", "H", "H", "F", "C", "C", "F", "C", "F", "C", "S", "C", "F", "C", "F"],
  "positions_angstrom": [[0.796, -0.085, -0.981], [2.703, -0.872, -0.681], [2.764, -2.088, -1.529], [1.486, -2.904, -1.391], [0.281, -2.044, -1.458], [-0.551, -2.103, -2.681], [-1.258, -0.744, -2.898], [-1.194, 0.066, -1.654], [3.430, -0.219, -0.975], [2.819, -1.087, 0.306], [3.628, -2.703, -1.264], [2.901, -1.749, -2.553], [1.464, -3.410, -0.424], [1.457, -3.674, -2.165], [-0.370, -2.344, -0.698], [-1.309, -2.879, -2.529], [0.072, -2.357, -3.538], [-2.298, -0.908, -3.186], [-0.754, -0.178, -3.675], [-1.782, -0.391, -0.943], [-1.548, 1.004, -1.806], [-2.806, -1.559, 5.965], [-2.784, -1.914, 4.502], [-3.867, -1.653, 3.676], [-3.854, -1.966, 2.319], [-5.071, -1.658, 1.494], [-2.711, -2.547, 1.745], [-2.648, -2.822, -0.149], [-1.629, -2.869, 2.585], [-0.404, -3.567, 2.065], [-1.682, -2.541, 3.936], [-3.631, -0.882, 6.191], [-1.877, -1.071, 6.265], [-2.926, -2.448, 6.590], [-4.752, -1.180, 4.094], [-5.866, -1.246, 2.120], [-5.437, -2.555, 0.990], [-4.835, -0.944, 0.704], [0.135, -2.904, 1.388], [-0.678, -4.468, 1.513], [0.262, -3.835, 2.888], [-0.825, -2.774, 4.561], [5.600, 0.148, -4.338], [4.771, 1.246, -3.914], [5.418, 2.402, -3.364], [3.587, 0.700, -2.930], [2.404, 0.781, -3.499], [1.309, 0.371, -3.023], [2.410, 1.400, -4.864], [1.339, 1.664, -5.697], [1.600, 2.260, -6.925], [2.902, 2.581, -7.300], [3.976, 2.317, -6.457], [3.694, 1.725, -5.244], [0.331, 1.419, -5.388], [0.782, 2.483, -7.598], [3.080, 3.048, -8.261], [4.990, 2.569, -6.738], [2.599, -0.729, 2.685], [1.077, 0.074, 2.984], [0.891, 0.652, 4.223], [-0.321, 1.252, 4.529], [-1.323, 1.266, 3.572], [-1.106, 0.704, 2.330], [-2.408, 0.761, 1.181], [0.099, 0.070, 1.968], [0.269, -0.644, 0.821], [1.698, 0.622, 4.942], [-0.482, 1.704, 5.498], [-2.285, 1.716, 3.778], [-1.687, 5.131, 3.319], [-0.940, 4.445, 2.447], [-1.453, 4.096, 1.213], [-2.699, 4.456, 0.884], [-0.673, 3.378, 0.328], [-1.215, 3.097, -0.869], [0.617, 2.957, 0.629], [1.644, 2.094, -0.507], [1.106, 3.345, 1.876], [2.345, 3.016, 2.248], [0.351, 4.077, 2.773], [0.853, 4.420, 3.965]],
  "multiplicity": 2,
  "gap_ev": [6.2, 6.2],
  "relative_energy_ev": 0.000,
  "total_charge": -1,
  "fmax_ha_per_bohr": 0.0042
}

---

No. 3
{
  "formula": "C32H31ClMgN2O10",
  "method": "the ωB97M-V functional and the def2-TZVPD basis",
  "species": ["Mg", "C", "C", "C", "O", "C", "C", "O", "C", "O", "C", "C", "C", "C", "C", "C", "C", "C", "C", "C", "C", "C", "C", "O", "C", "C", "C", "C", "C", "C", "C", "C", "C", "C", "C", "C", "H", "H", "H", "H", "H", "H", "H", "H", "H", "H", "H", "H", "H", "H", "H", "H", "H", "H", "H", "H", "H", "H", "H", "H", "H", "H", "H", "H", "N", "N", "C", "O", "O", "H", "H", "H", "O", "Cl", "O", "O", "O"],
  "positions_angstrom": [[0.170, -0.163, -0.565], [3.033, -2.892, 4.758], [2.435, -1.724, 3.997], [2.357, -0.487, 4.892], [1.141, -2.048, 3.522], [0.967, -1.525, 2.182], [2.342, -0.827, 1.937], [3.217, -1.497, 2.854], [2.955, -0.532, 0.540], [2.043, 0.255, -0.116], [3.392, -1.768, -0.268], [4.074, -2.851, 0.289], [4.563, -3.874, -0.512], [4.362, -3.848, -1.885], [3.655, -2.792, -2.445], [3.182, -1.760, -1.644], [4.254, 0.309, 0.795], [4.283, 1.624, 0.343], [5.399, 2.432, 0.534], [6.518, 1.939, 1.187], [6.508, 0.625, 1.639], [5.393, -0.179, 1.443], [0.286, -2.580, 1.241], [0.101, -2.020, 0.003], [1.047, -3.915, 1.099], [1.223, -4.429, -0.181], [1.823, -5.666, -0.381], [2.278, -6.410, 0.698], [2.100, -5.912, 1.983], [1.473, -4.688, 2.180], [-1.121, -2.856, 1.865], [-1.596, -4.114, 2.229], [-2.894, -4.290, 2.703], [-3.751, -3.208, 2.821], [-3.299, -1.950, 2.439], [-2.009, -1.780, 1.960], [2.367, -3.188, 5.571], [3.996, -2.598, 5.180], [3.182, -3.733, 4.082], [1.721, -0.709, 5.751], [1.919, 0.359, 4.361], [3.354, -0.211, 5.241], [0.237, -0.716, 2.228], [2.189, 0.191, 2.311], [4.197, -2.917, 1.362], [5.075, -4.712, -0.052], [4.731, -4.655, -2.510], [3.464, -2.766, -3.512], [2.637, -0.932, -2.077], [3.413, 1.993, -0.178], [5.386, 3.453, 0.168], [7.391, 2.566, 1.338], [7.376, 0.219, 2.148], [5.412, -1.195, 1.807], [0.885, -3.822, -1.011], [1.956, -6.036, -1.392], [2.759, -7.370, 0.543], [2.432, -6.489, 2.841], [1.278, -4.336, 3.182], [-0.959, -4.984, 2.135], [-3.230, -5.286, 2.973], [-4.761, -3.343, 3.192], [-3.952, -1.086, 2.496], [-1.717, -0.788, 1.629], [0.718, 3.112, -0.391], [-0.310, 3.306, 0.559], [-1.204, 2.267, 0.878], [-2.282, 2.571, 1.391], [-0.755, 1.096, 0.623], [1.349, 2.417, 0.000], [0.328, 2.690, -1.231], [-0.748, 4.207, 0.488], [0.313, -0.401, -2.779], [-0.984, 0.226, -3.071], [-1.407, -0.123, -4.391], [-0.838, 1.651, -2.941], [-1.891, -0.267, -2.069]],
  "gap_ev": 7.5,
  "relative_energy_ev": 0.191,
  "total_charge": -2,
  "fmax_ha_per_bohr": 0.0178
}